# 1
16
Properties=species:S:1:pos:R:3:forces:R:3 method="wB97M-V/def2-TZVPD" charge=+1 de_lowest_kcal_mol=28.6 max_force_ev_per_a=1.89 homo_energy_ev=-14.889 lumo_ev=-3.57
O -1.486 -1.984 -0.868 -0.460 -0.453 -0.146
O -1.833 1.482 0.637 -0.093 -0.318 0.383
N 0.271 -0.192 0.190 0.396 -1.408 1.197
C -0.855 1.963 0.155 0.321 0.266 -0.749
C 0.235 1.120 -0.493 -0.512 -0.631 -0.752
C 1.589 -0.483 0.861 0.528 0.437 -0.167
H -1.990 -1.934 -1.692 0.209 0.214 -0.026
H -1.903 -2.744 -0.435 0.261 0.131 0.135
H 0.106 0.919 -1.562 -0.547 0.373 0.111
H 1.165 1.654 -0.451 0.669 -0.078 0.432
H 1.525 -0.994 1.816 -0.471 -0.307 -0.185
H 0.030 -1.048 -0.353 -0.113 0.831 -0.592
H 2.084 0.457 1.054 0.017 0.282 0.132
H -0.630 3.032 0.145 -0.297 0.347 -0.010
H 2.222 -1.016 0.153 -0.173 -0.158 0.149
H -0.529 -0.233 0.845 0.264 0.470 0.089


# 2
90
Properties=species:S:1:pos:R:3:forces:R:3 method="wB97M-V/def2-TZVPD" s_squared=0.7585 charge=-2 max_force_ev_per_a=0.73 homo_energy_ev="-0.506 / -0.884" multiplicity=2 lumo_ev="4.19 / 4.17"
Hg -0.210 1.061 1.706 0.082 0.143 0.369
Te -2.693 3.590 3.275 0.075 -0.170 0.130
Se 0.371 0.529 4.148 0.069 0.003 -0.153
Se -1.718 1.023 5.094 -0.043 0.161 -0.051
Se -2.384 2.313 1.118 -0.197 0.151 -0.107
As 0.952 1.176 -2.193 -0.004 -0.012 0.007
As 1.028 3.367 0.260 -0.019 -0.126 -0.072
P 1.460 -1.324 0.864 0.129 0.103 -0.136
O 2.934 0.996 0.806 0.057 -0.105 -0.196
O 4.449 1.685 2.319 0.053 -0.057 -0.093
O -1.855 -0.594 -0.131 0.248 -0.231 -0.399
N -3.622 -1.073 1.196 0.056 -0.348 -0.146
N -3.939 -0.287 -1.006 0.134 -0.154 -0.006
C 2.114 -1.971 -0.757 0.065 -0.045 0.107
C -1.523 -4.172 1.155 0.049 0.012 -0.030
C -1.723 4.204 -3.557 -0.007 -0.003 0.017
C -0.741 4.960 -1.498 -0.025 -0.047 0.016
C -1.019 3.014 -3.441 0.015 0.018 0.020
C 3.094 -1.194 -1.390 -0.084 -0.026 0.037
C 0.369 -3.018 2.816 -0.052 -0.075 -0.093
C -3.072 -0.671 0.019 -0.279 0.593 0.318
C -2.762 -1.277 2.358 -0.016 -0.014 -0.055
C 1.765 -3.183 -1.345 0.017 -0.076 -0.018
C -1.575 5.182 -2.583 -0.008 -0.013 -0.010
C -0.535 -3.940 3.324 -0.045 0.008 -0.006
C -0.179 2.782 -2.356 0.081 0.017 0.027
C 4.499 -3.276 2.865 0.038 0.025 0.016
C 5.029 -0.944 2.959 -0.034 0.040 -0.001
C -1.470 -4.541 2.491 0.039 0.006 0.016
C 0.373 -2.687 1.456 0.115 -0.077 0.163
C 3.018 -1.652 1.833 -0.096 0.120 0.010
C 3.749 0.834 1.749 -0.208 -0.009 0.215
C -0.038 3.764 -1.362 -0.006 -0.037 0.009
C 3.304 -2.817 -3.163 -0.014 0.000 0.005
C 3.683 -1.618 -2.571 0.007 0.050 0.007
C -5.746 -0.020 0.621 -0.034 -0.003 -0.035
C 3.354 -2.972 2.152 -0.026 -0.009 -0.015
C -5.045 -1.064 1.464 -0.011 0.087 0.085
C 2.345 -3.599 -2.541 -0.002 0.037 0.021
C -5.381 -0.312 -0.822 -0.024 0.094 0.101
C 2.813 3.826 -0.413 -0.026 -0.055 0.052
C 5.337 -2.250 3.288 -0.025 -0.051 0.006
C -3.452 0.743 -1.913 -0.054 -0.070 -0.009
C 3.893 -0.628 2.213 0.096 -0.017 -0.069
C 0.680 4.975 1.310 0.003 0.030 -0.047
C 2.109 1.652 -3.722 -0.027 0.040 -0.019
C -0.046 -0.207 -3.173 -0.030 0.004 0.032
C -0.623 -3.242 0.651 -0.086 0.001 -0.089
H 5.658 -0.114 3.253 -0.004 -0.008 -0.005
H -5.400 0.978 0.902 0.043 -0.026 0.007
H -2.176 -5.261 2.889 -0.006 0.009 0.006
H -3.825 0.558 -2.925 0.017 -0.013 -0.007
H 6.229 -2.472 3.863 0.005 -0.008 -0.001
H -0.613 -0.805 -2.461 -0.066 0.044 0.023
H -2.820 -0.421 3.037 -0.078 -0.038 0.016
H 2.823 0.845 -3.892 -0.009 -0.003 0.002
H -5.792 -1.288 -1.112 0.032 -0.017 -0.017
H -2.387 4.363 -4.399 0.001 0.009 -0.002
H 2.821 4.817 -0.871 -0.010 0.006 0.007
H 4.733 -4.310 3.093 0.000 -0.001 0.004
H -5.176 -0.871 2.529 0.002 0.080 -0.006
H 3.762 -3.143 -4.090 0.000 0.008 -0.001
H 1.202 4.841 2.257 0.022 0.013 0.012
H 2.047 -4.548 -2.973 0.008 0.003 -0.003
H 4.447 -1.001 -3.031 -0.006 -0.012 -0.007
H -2.125 6.114 -2.657 -0.009 -0.003 -0.004
H 3.497 3.766 0.434 -0.012 0.006 -0.001
H -5.484 -2.052 1.258 0.016 -0.031 0.033
H 1.052 -3.840 -0.868 0.050 0.030 -0.021
H -1.136 2.255 -4.207 0.014 0.005 -0.002
H -3.060 -2.189 2.882 -0.019 0.056 -0.001
H -0.387 5.036 1.526 -0.004 -0.003 0.024
H 2.703 -3.780 1.841 -0.008 0.013 -0.016
H 0.706 -0.842 -3.646 -0.007 -0.018 0.021
H -0.521 -4.166 4.383 -0.002 -0.007 -0.011
H 1.038 5.882 0.820 -0.021 0.008 -0.012
H -5.812 0.428 -1.498 -0.014 0.012 0.010
H -1.731 -1.384 2.043 -0.105 -0.033 -0.011
H -3.769 1.739 -1.583 -0.018 -0.014 -0.015
H -0.713 0.190 -3.940 0.018 0.002 -0.006
H 3.386 -0.260 -0.924 0.021 0.051 0.031
H -0.739 -2.906 -0.371 0.018 -0.009 0.045
H 1.508 1.806 -4.621 0.026 0.004 -0.008
H -2.282 -4.585 0.501 0.000 0.001 0.013
H 1.060 -2.533 3.491 0.032 0.013 0.002
H 3.123 3.066 -1.129 -0.006 0.000 0.000
H 2.650 2.570 -3.492 0.005 0.000 -0.006
H -2.372 0.730 -1.923 0.125 -0.033 -0.012
H -0.667 5.718 -0.729 0.006 -0.002 -0.004
H -6.827 -0.078 0.769 -0.001 -0.006 -0.010


# 3
22
Properties=species:S:1:pos:R:3:forces:R:3 method="wB97M-V/def2-TZVPD" charge=-1 de_lowest_kcal_mol=23.4 max_force_ev_per_a=4.02 homo_energy_ev=-4.643 lumo_ev=2.46
K 1.710 -1.629 -1.607 0.532 -2.293 -3.261
O 2.296 -1.635 1.736 -0.070 0.083 -0.119
O 3.120 1.198 0.059 -0.136 -0.064 -0.024
O -0.658 -0.549 -1.228 -0.168 -0.029 -0.140
O 2.185 0.435 -1.832 0.597 2.567 -0.264
O 1.115 -2.698 0.157 -0.710 -1.280 2.047
C -2.070 0.049 0.510 0.050 -0.054 -0.080
C 0.768 0.756 0.080 0.212 0.087 -0.225
C 0.354 -0.535 0.871 0.051 -0.348 -0.012
C -1.661 1.313 -0.285 0.051 -0.084 -0.055
C -0.934 -0.921 0.129 -0.274 0.131 0.476
C -0.363 0.828 -0.957 -0.150 0.425 0.228
C 1.367 -1.727 0.930 -0.203 -0.084 1.148
C 2.170 0.789 -0.614 0.214 0.941 0.358
H -3.034 -0.341 0.178 0.001 0.021 -0.003
H -1.176 -1.976 0.192 0.040 -0.007 -0.076
H -1.492 2.184 0.348 0.010 0.012 -0.008
H -2.119 0.214 1.586 0.002 -0.007 0.007
H 0.156 -0.290 1.914 -0.009 0.083 -0.012
H -0.085 1.342 -1.871 0.002 -0.076 -0.034
H -2.408 1.574 -1.037 -0.010 -0.006 0.016
H 0.759 1.619 0.743 -0.033 -0.017 0.033


# 4
92
Properties=species:S:1:pos:R:3:forces:R:3 method="wB97M-V/def2-TZVPD" s_squared=0.7503 charge=-1 de_lowest_kcal_mol=42.3 max_force_ev_per_a=8.88 homo_energy_ev="0.153 / -6.760" multiplicity=2 lumo_ev="2.05 / 1.98"
O -1.988 4.525 1.470 0.338 -0.592 -0.108
O -2.721 0.910 -5.102 -1.408 0.645 -1.286
O 0.059 1.412 2.861 -0.919 -1.280 -0.898
O 3.953 -3.437 0.890 1.278 -2.700 0.946
O -0.456 -3.351 -3.797 2.089 -1.370 -1.351
O -0.951 4.672 -1.968 0.440 -0.279 0.706
O 2.778 1.567 -1.399 -1.389 -0.096 -0.255
O -0.525 -1.066 -1.230 -1.008 -3.341 -4.988
O 3.530 -1.133 -4.118 7.288 4.386 -0.392
O 1.827 -0.612 4.768 -0.541 0.898 0.354
O -2.155 -2.894 1.838 -0.190 1.312 -0.008
N -0.313 -1.254 4.223 -2.399 1.827 -1.250
N 1.253 4.328 -2.050 3.181 -0.315 -2.097
N -2.440 -5.066 1.968 -2.899 -2.552 -0.499
N -0.946 -0.705 0.895 -3.762 -3.367 5.805
N -0.403 -4.314 2.207 2.402 0.219 -0.026
N 4.744 0.549 -2.045 -0.760 -0.837 -1.443
N 1.752 -1.976 -4.916 -2.333 -1.756 -3.160
N -2.434 -4.524 -3.880 -0.224 -3.099 -2.169
N 2.368 -2.027 0.316 -6.270 -0.587 -1.478
N -2.142 -2.796 -2.589 -1.907 0.937 2.102
N -0.811 -0.224 -4.868 4.039 -2.812 -2.763
N 4.160 -1.208 0.824 4.526 4.258 1.385
N 4.682 1.920 -0.437 4.092 3.967 6.105
N 0.001 0.739 -0.147 2.419 5.577 -0.981
N -0.690 3.362 3.735 -1.853 0.611 -0.168
N 0.972 -2.580 5.289 1.259 -3.434 2.466
N 0.269 4.120 -0.195 0.110 -1.938 7.884
N 0.358 1.983 4.997 0.701 -1.966 3.039
N 2.088 -2.075 -2.759 0.257 -0.730 3.610
N -1.866 0.300 -3.138 -1.528 0.540 5.100
C -0.225 2.096 3.832 2.225 2.791 -1.868
C -3.215 3.829 1.693 -1.346 -0.380 -1.259
C -1.897 0.325 -4.442 -1.431 2.062 0.022
C -4.289 4.723 1.214 -2.070 1.374 -0.709
C 3.974 1.356 -1.269 -2.530 -3.454 -5.476
C -1.660 -4.003 1.956 -0.613 -0.150 0.596
C 0.858 -1.387 4.814 1.518 1.389 -1.690
C 3.522 -2.334 0.770 1.737 -0.666 -0.547
C -1.576 -3.634 -3.419 -0.765 2.848 0.647
C -0.639 -0.376 -0.280 3.039 1.157 1.141
C -3.380 2.503 0.918 2.645 -0.316 0.368
C 0.114 4.338 -1.403 -3.805 2.873 -7.493
C 2.581 -1.758 -3.918 -4.593 -1.322 -0.977
H -1.656 -1.967 -2.279 0.044 -0.434 0.445
H 1.089 -2.731 -4.819 -0.354 0.286 -0.272
H -0.686 3.821 2.836 -0.478 0.083 0.196
H -4.181 5.729 1.619 -0.317 0.186 0.263
H 1.981 3.873 -1.518 0.448 -0.021 -0.937
H 3.696 -0.365 0.518 0.528 -0.201 0.250
H -2.212 5.457 1.517 0.211 0.151 -0.179
H 0.320 -3.620 2.332 -0.197 -0.048 -0.084
H -1.492 -1.524 1.119 -0.019 -0.561 0.137
H -4.428 4.853 0.140 1.336 -0.079 -0.438
H -2.467 0.845 -2.536 -0.446 0.096 -0.873
H -3.106 -2.942 -2.323 0.303 0.357 0.121
H 4.307 0.156 -2.867 0.071 -0.700 -0.192
H 1.263 4.270 -3.058 -0.057 -0.153 0.328
H 0.997 1.206 5.086 0.032 -0.682 0.501
H 1.277 -2.660 -2.617 -0.103 0.508 -0.041
H 1.854 -2.795 5.731 -0.398 -0.344 0.008
H -0.707 -0.117 1.680 -0.481 -0.140 -0.194
H -5.316 4.378 1.336 -0.015 -0.232 1.234
H -2.544 1.905 1.280 -0.513 -1.005 0.755
H -0.554 3.859 4.604 -0.131 0.626 -0.872
H -3.009 2.464 -0.106 -0.587 1.185 -0.492
H 4.199 2.614 0.115 0.961 0.055 0.401
H -1.009 -1.985 4.272 0.009 0.113 -0.161
H -2.126 -5.005 -4.713 -0.307 -0.257 0.311
H 5.664 1.728 -0.573 -0.062 1.131 1.082
H -0.160 -5.292 2.262 0.259 0.125 0.203
H 0.589 1.110 -0.880 0.130 -0.170 0.143
H -0.524 -0.432 3.675 0.177 -0.109 0.222
H -3.305 3.681 2.769 -0.052 -0.352 0.032
H 5.108 -1.133 1.164 -0.326 -0.100 -0.021
H -3.444 -4.960 1.922 0.236 0.521 -0.092
H 2.015 -1.123 0.597 -0.851 -0.527 -0.251
H -0.602 4.114 0.316 0.103 -0.350 0.496
H 0.195 0.910 0.830 0.518 1.370 -0.645
H 0.168 -3.190 5.312 0.394 -0.407 0.190
H 0.976 3.420 -0.022 -0.267 0.050 0.870
H -1.195 -0.168 -2.546 0.530 -0.033 -0.652
H 1.945 -1.592 -5.830 0.333 -0.422 0.332
H 2.474 -1.470 -2.049 -0.348 -0.795 0.604
H -0.070 2.436 5.792 0.459 -0.387 0.040
H -3.355 -4.715 -3.512 0.476 0.270 -0.057
H -4.357 2.020 0.956 0.217 0.168 0.481
H -2.192 -6.043 2.027 0.717 0.291 0.163
H -0.600 -0.325 -5.851 -0.424 0.019 0.242
H -0.394 -0.917 -4.264 0.412 0.074 -0.328
H 1.784 -2.845 0.225 -0.762 0.530 -0.060
H 5.668 0.244 -1.777 -0.447 -0.010 -0.146